Record 1
C59H46Br2Cl16N3 | ωB97M-V/def2-TZVPD

```
126
Properties=species:S:1:pos:R:3:forces:R:3:mulliken_charge:R:1
C -4.073 2.717 1.637 -0.16 1.11 0.65 -0.336
C -3.763 1.801 0.946 -0.12 -0.59 -0.95 -0.592
C -3.766 0.694 0.062 -0.30 -2.34 0.53 1.594
C -4.135 -0.616 0.471 0.30 1.77 -0.54 0.216
C -4.534 -0.974 1.885 0.94 0.04 0.44 -1.060
Br -5.956 0.174 2.559 -0.16 -0.38 -0.51 0.046
C -3.228 -1.027 2.804 -0.39 -1.40 -0.02 1.141
C -2.835 -2.527 2.881 -0.24 -0.03 -0.09 -1.278
Br -3.564 -0.454 4.645 0.46 0.20 -0.47 -0.084
C -4.069 -1.568 -0.572 -0.71 -1.49 1.52 -0.674
N -3.762 -1.404 -1.818 0.26 -0.05 -0.81 -1.176
N -3.435 -0.173 -2.154 -0.29 -0.80 0.65 0.614
C -3.418 0.800 -1.288 0.75 3.30 -0.51 0.041
C -2.990 2.163 -1.838 1.06 0.47 -0.08 -0.654
N -1.978 2.038 -2.889 -0.87 -0.60 0.26 -0.353
C -0.684 1.536 -2.408 0.58 -0.13 -0.86 0.141
H -4.395 3.540 2.237 0.20 -0.10 0.05 0.530
H -4.919 -1.995 1.919 -0.30 0.31 -0.14 0.754
H -2.384 -0.489 2.369 -0.35 0.45 0.24 -0.453
H -3.427 -3.029 3.652 0.05 0.08 -0.14 0.485
H -1.772 -2.697 3.082 -0.69 0.20 0.21 0.197
H -3.073 -3.027 1.928 0.25 0.13 0.09 0.169
H -4.318 -2.592 -0.294 0.02 0.09 -0.26 0.528
H -3.160 0.008 -3.122 0.11 0.09 0.11 0.351
H -2.563 2.762 -1.017 -0.49 -0.25 0.17 0.386
H -3.863 2.702 -2.227 0.04 -0.17 0.12 0.419
H -1.872 2.911 -3.388 -0.05 -0.06 0.02 0.280
H -0.385 0.711 -3.071 0.21 0.18 0.21 0.312
H -0.714 1.135 -1.400 -0.25 0.11 -0.15 -0.398
H 0.117 2.297 -2.436 -0.54 -0.33 0.07 -0.040
Cl 0.155 4.687 -3.743 0.04 0.10 0.10 -0.225
C 1.364 4.081 -4.831 -0.01 -0.01 -0.14 0.616
C 2.442 3.328 -4.387 0.04 -0.08 -0.01 -0.266
Cl 2.658 2.915 -2.720 0.02 0.14 0.07 -0.129
C 3.392 2.881 -5.294 0.09 0.03 -0.09 -0.040
C 3.265 3.179 -6.639 -0.08 0.05 0.00 -0.345
C 2.182 3.926 -7.085 0.06 -0.03 0.05 -0.576
C 1.235 4.377 -6.181 0.04 0.02 -0.16 -0.573
H 4.237 2.299 -4.947 -0.20 0.15 0.09 0.195
H 4.010 2.828 -7.341 0.02 -0.02 0.05 0.458
H 2.078 4.159 -8.136 -0.03 0.02 0.02 0.401
H 0.394 4.962 -6.529 -0.02 0.00 0.11 0.467
Cl 0.010 -1.990 1.748 0.48 0.09 -0.29 -0.177
C 0.875 -0.667 2.458 0.17 -0.35 0.18 0.466
C 0.633 0.632 2.057 0.03 0.07 0.11 0.289
Cl -0.573 0.981 0.874 -0.12 0.08 0.13 0.004
C 1.350 1.677 2.601 0.03 0.24 0.06 -1.043
C 2.313 1.428 3.557 0.11 -0.27 0.30 -0.161
C 2.553 0.127 3.984 -0.23 0.00 -0.21 -0.719
C 1.830 -0.924 3.433 0.18 0.10 0.08 -0.606
H 1.161 2.691 2.274 -0.09 -0.04 -0.03 0.548
H 2.879 2.247 3.974 -0.02 0.02 -0.01 0.388
H 3.305 -0.070 4.736 -0.03 -0.02 -0.01 0.420
H 2.019 -1.939 3.753 -0.09 -0.02 -0.07 0.493
Cl -0.550 -5.211 3.586 0.03 0.10 0.01 -0.185
C -1.380 -6.024 4.872 -0.03 -0.14 0.00 0.117
C -1.931 -5.332 5.943 -0.06 0.03 0.13 0.376
Cl -1.842 -3.607 6.068 0.09 0.00 -0.05 -0.155
C -2.577 -6.029 6.955 -0.07 -0.17 0.06 -0.491
C -2.676 -7.410 6.896 0.05 0.00 -0.07 -0.562
C -2.130 -8.098 5.822 0.03 0.11 0.21 -0.611
C -1.483 -7.406 4.813 0.04 -0.07 0.04 -0.284
H -3.004 -5.493 7.791 0.04 0.09 -0.06 0.412
H -3.180 -7.948 7.688 0.00 0.04 0.01 0.385
H -2.206 -9.175 5.771 0.06 0.01 -0.03 0.629
H -1.060 -7.950 3.980 -0.01 0.25 0.07 0.332
Cl 5.818 0.558 -5.523 0.13 -0.25 0.00 -0.209
C 7.406 1.069 -5.060 0.06 0.06 -0.13 0.487
C 7.803 1.094 -3.731 0.05 0.02 0.16 0.275
Cl 6.743 0.605 -2.455 -0.10 0.01 -0.05 -0.180
C 9.082 1.520 -3.401 0.18 0.08 -0.08 -0.416
C 9.961 1.917 -4.394 -0.06 -0.01 -0.06 -0.539
C 9.565 1.888 -5.724 0.00 0.00 0.08 -0.521
C 8.288 1.465 -6.055 0.15 0.07 -0.05 -0.497
H 9.393 1.543 -2.365 -0.11 -0.04 0.02 0.431
H 10.957 2.250 -4.131 -0.02 -0.01 0.02 0.395
H 10.250 2.194 -6.503 -0.03 -0.01 -0.01 0.393
H 7.979 1.443 -7.092 -0.09 -0.04 0.04 0.406
Cl -4.158 -9.679 3.828 0.02 -0.09 -0.11 -0.164
C -3.869 -9.781 2.127 -0.13 0.00 0.02 0.404
C -2.590 -9.916 1.602 0.07 0.00 -0.10 0.295
Cl -1.184 -10.005 2.608 -0.08 -0.21 -0.02 -0.191
C -2.411 -9.986 0.227 -0.08 0.01 -0.17 -0.456
C -3.503 -9.926 -0.622 -0.05 0.01 0.04 -0.484
C -4.782 -9.797 -0.098 0.06 0.01 0.00 -0.491
C -4.963 -9.725 1.273 -0.05 0.01 -0.20 -0.420
H -1.416 -10.089 -0.183 0.03 -0.01 0.12 0.404
H -3.357 -9.980 -1.693 0.03 -0.02 0.02 0.370
H -5.638 -9.753 -0.757 -0.01 -0.01 0.03 0.373
H -5.959 -9.623 1.681 0.06 -0.01 0.11 0.411
Cl 3.631 3.886 1.824 0.02 0.11 0.13 -0.136
C 5.277 4.246 2.221 0.02 0.03 -0.24 0.071
C 5.748 4.303 3.524 0.08 0.02 0.09 0.411
Cl 4.725 4.007 4.888 -0.10 0.01 -0.04 -0.229
C 7.082 4.610 3.759 0.19 0.05 -0.12 -0.458
C 7.939 4.854 2.697 -0.09 -0.03 -0.04 -0.525
C 7.465 4.789 1.393 0.03 -0.01 0.12 -0.369
C 6.136 4.485 1.160 0.25 0.03 -0.11 -0.194
H 7.454 4.659 4.773 -0.11 -0.03 0.03 0.407
H 8.977 5.094 2.887 -0.02 -0.01 0.03 0.367
H 8.131 4.975 0.560 -0.04 0.01 -0.01 0.424
H 5.762 4.431 0.147 -0.10 0.00 0.13 0.270
Cl -13.783 -1.558 1.559 -0.02 -0.02 0.09 -0.186
C -12.208 -1.143 2.133 -0.02 0.00 -0.18 0.223
C -11.910 -1.108 3.489 0.06 0.00 0.17 0.334
Cl -13.090 -1.487 4.690 -0.06 -0.01 -0.07 -0.187
C -10.632 -0.761 3.907 0.19 0.06 -0.08 -0.630
C -9.655 -0.454 2.975 -0.06 0.01 -0.05 -0.173
C -9.951 -0.494 1.620 0.00 -0.01 0.07 -0.307
C -11.226 -0.838 1.201 0.21 0.06 -0.02 -0.390
H -10.399 -0.731 4.962 -0.12 -0.03 0.01 0.390
H -8.661 -0.183 3.305 -0.07 -0.04 0.05 0.098
H -9.189 -0.257 0.889 -0.03 0.00 -0.01 0.369
H -11.457 -0.868 0.145 -0.12 -0.03 0.04 0.394
Cl 6.342 5.104 -2.305 0.15 -0.05 -0.10 -0.157
C 5.844 6.120 -3.612 -0.21 -0.05 0.03 0.351
C 6.755 6.860 -4.353 0.11 0.09 -0.11 0.302
Cl 8.450 6.808 -4.025 -0.01 -0.07 0.08 -0.206
C 6.307 7.667 -5.390 -0.19 0.05 -0.10 -0.396
C 4.956 7.732 -5.688 -0.02 -0.06 0.05 -0.621
C 4.046 6.987 -4.950 0.07 0.02 -0.04 -0.526
C 4.491 6.183 -3.913 -0.15 0.06 -0.10 -0.509
H 7.015 8.246 -5.967 0.08 -0.05 0.08 0.425
H 4.612 8.364 -6.496 0.04 0.00 0.00 0.384
H 2.989 7.033 -5.181 0.00 -0.02 0.03 0.417
H 3.781 5.603 -3.337 0.12 0.00 0.07 0.530
```
Positions in Å, forces in eV/Å.

As for the largest force on an atom: 3.4 eV/Å. The charge is +1. The total energy comes out at -14950.94824 Eh.

Record 2
C59H47BrCl4CoGeN4O2 | ωB97M-V/def2-TZVPD

```
119
Properties=species:S:1:pos:R:3:forces:R:3:mulliken_spin:R:1
Co 0.581 0.216 -0.749 -1.58 -0.14 1.05 -0.027
Cl -7.714 -0.347 -4.786 -0.03 -0.03 -0.02 0.001
C -6.071 -0.285 -4.232 0.07 0.05 0.06 0.010
C -5.701 0.672 -3.301 -0.01 0.02 0.02 -0.008
C -4.390 0.715 -2.857 -0.04 -0.12 -0.04 0.013
C -3.428 -0.176 -3.344 0.00 -0.02 0.03 -0.011
C -3.829 -1.119 -4.291 0.05 0.10 -0.10 0.024
C -5.142 -1.185 -4.727 -0.03 -0.03 -0.05 -0.003
C -2.052 -0.110 -2.800 0.18 0.01 0.06 0.023
C -1.393 -1.258 -2.347 0.09 0.19 -0.09 0.089
C -1.902 -2.622 -2.398 0.00 -0.07 -0.07 -0.050
C -0.957 -3.422 -1.882 -0.09 0.10 -0.01 0.060
C 0.159 -2.568 -1.509 0.18 -0.17 0.04 -0.045
C 1.323 -3.015 -0.984 -0.16 0.15 0.07 0.041
C 1.363 -4.375 -0.383 -0.07 -0.07 -0.16 0.039
C 1.994 -5.459 -0.986 0.03 0.00 0.04 0.027
C 1.951 -6.715 -0.397 0.01 -0.05 -0.04 -0.002
C 1.289 -6.884 0.808 -0.01 0.14 -0.04 0.002
Cl 1.252 -8.449 1.557 -0.01 -0.05 0.01 0.000
C 0.648 -5.819 1.420 -0.06 0.00 0.07 -0.001
C 0.678 -4.573 0.816 0.07 -0.04 -0.06 0.016
C 2.440 -2.028 -0.726 -0.36 -0.40 0.10 -0.016
N 1.901 -0.894 0.006 0.28 -0.29 0.04 0.120
C 2.498 -0.842 1.186 0.02 0.22 -0.11 0.082
C 2.321 0.203 2.099 -0.15 0.10 0.03 0.100
C 2.959 0.183 3.443 -0.12 -0.01 -0.03 -0.007
C 4.344 0.243 3.585 -0.04 0.00 0.07 0.013
C 4.928 0.326 4.840 0.03 -0.04 -0.03 0.002
C 4.119 0.335 5.964 -0.03 -0.01 -0.07 0.001
Cl 4.842 0.458 7.538 0.02 -0.02 0.04 0.000
C 2.741 0.253 5.850 -0.04 0.03 0.03 -0.001
C 2.168 0.188 4.589 0.08 -0.07 0.02 0.001
C 1.703 1.380 1.678 0.44 -0.08 -0.20 -0.004
C 1.740 2.632 2.410 -0.02 0.06 -0.01 0.082
C 1.275 3.589 1.580 0.08 -0.05 0.04 -0.050
C 0.911 2.933 0.346 -0.13 0.10 -0.17 0.165
N 1.179 1.591 0.433 0.15 0.07 0.11 -0.025
C 0.280 3.543 -0.727 -0.13 -0.21 0.20 -0.087
C -0.325 2.802 -1.756 -0.17 0.07 0.15 0.214
C -1.122 3.367 -2.810 0.07 -0.06 0.01 -0.024
C -1.845 2.350 -3.341 0.00 0.10 0.01 0.087
C -1.463 1.153 -2.638 -0.05 -0.12 -0.09 0.000
N -0.484 1.442 -1.732 0.00 0.15 -0.08 -0.044
C -0.059 4.990 -0.615 0.07 -0.01 -0.09 -0.005
C 0.900 5.993 -0.689 -0.02 -0.01 -0.02 -0.019
C 0.538 7.328 -0.576 0.07 0.03 -0.04 0.005
C -0.791 7.657 -0.374 -0.05 -0.07 0.02 -0.004
Cl -1.257 9.326 -0.261 0.02 0.04 0.02 0.000
C -1.761 6.673 -0.260 0.01 -0.03 -0.04 0.003
C -1.389 5.345 -0.389 0.07 0.07 0.03 -0.018
C 3.460 -1.947 1.327 0.17 -0.02 0.04 0.002
C 3.497 -2.611 0.178 0.00 0.18 -0.14 0.062
N -0.155 -1.242 -1.794 -0.04 -0.26 0.00 0.116
H -6.435 1.368 -2.921 -0.01 -0.01 0.00 0.000
H -4.106 1.440 -2.105 -0.01 0.01 0.00 -0.003
H -3.096 -1.791 -4.720 0.00 -0.02 0.01 0.005
H -5.448 -1.925 -5.454 0.02 0.02 -0.03 0.000
H -2.876 -2.903 -2.759 0.02 -0.04 -0.02 0.001
H -0.970 -4.494 -1.767 -0.03 -0.01 -0.01 0.004
H 2.512 -5.320 -1.924 0.01 0.00 0.01 0.000
H 2.413 -7.564 -0.881 0.05 0.00 0.03 0.000
H 0.115 -5.967 2.350 0.02 -0.02 0.01 0.000
H 0.163 -3.736 1.276 0.01 0.00 0.02 0.008
H 4.971 0.245 2.701 0.00 0.05 0.00 0.001
H 6.002 0.395 4.945 0.00 -0.02 0.02 0.000
H 2.126 0.246 6.739 0.00 0.02 0.00 0.000
H 1.090 0.135 4.487 -0.01 0.01 0.00 -0.002
H 2.101 2.737 3.420 0.03 0.05 -0.01 -0.002
H 1.172 4.644 1.769 -0.01 0.00 0.04 -0.009
H -1.112 4.405 -3.096 -0.08 0.01 0.01 -0.003
H -2.555 2.393 -4.150 -0.01 -0.01 0.00 0.002
H 1.939 5.730 -0.842 -0.01 -0.01 -0.04 -0.001
H 1.280 8.110 -0.660 0.00 0.01 0.02 0.000
H -2.792 6.944 -0.081 0.01 0.02 0.00 0.000
H -2.133 4.564 -0.293 -0.02 0.01 -0.04 -0.002
H 4.043 -2.131 2.215 0.02 -0.01 -0.01 -0.002
H 4.110 -3.446 -0.119 -0.01 -0.05 0.11 0.000
Br 1.619 -0.441 -4.590 0.03 0.01 -0.07 0.001
C 3.482 -0.703 -4.819 -0.04 -0.06 0.09 0.001
C 4.105 -0.103 -5.902 -0.01 0.05 -0.02 0.000
C 5.464 -0.282 -6.103 0.02 -0.01 0.02 0.000
C 6.201 -1.073 -5.234 0.00 0.00 0.00 0.000
C 5.567 -1.697 -4.175 -0.05 -0.06 0.00 0.002
C 4.206 -1.515 -3.951 -0.04 0.02 -0.07 0.003
C 3.612 -2.265 -2.799 -0.04 0.00 -0.14 -0.003
O 3.764 -3.451 -2.642 0.04 0.03 0.12 0.001
O 2.961 -1.463 -1.959 0.15 0.13 0.18 0.022
H 3.523 0.497 -6.587 -0.01 0.01 0.02 0.000
H 5.945 0.192 -6.948 0.00 0.01 0.00 0.000
H 7.263 -1.214 -5.387 0.00 0.00 -0.01 0.000
H 6.114 -2.349 -3.506 0.02 0.01 -0.01 0.000
C -4.146 -3.064 3.726 0.14 -0.03 -0.09 0.000
C -3.208 -2.657 2.594 -0.19 0.15 0.07 -0.001
C -3.808 -1.568 1.708 0.29 -0.01 0.01 0.005
C -2.922 -1.208 0.512 0.31 0.12 -0.45 0.000
Ge -1.241 -0.234 0.958 0.46 0.45 0.08 0.024
C -1.759 1.482 1.827 0.02 -0.11 -0.34 -0.018
C -2.202 1.331 3.291 0.11 0.04 -0.06 0.000
C -1.657 2.461 4.169 -0.19 0.03 -0.10 -0.002
C -2.185 3.831 3.752 0.13 -0.09 0.07 0.000
H -3.670 -3.791 4.385 -0.04 -0.01 0.03 0.000
H -5.056 -3.517 3.328 -0.04 0.04 0.04 0.000
H -4.425 -2.196 4.326 -0.04 -0.02 0.02 0.000
H -2.978 -3.530 1.975 0.08 0.01 0.01 0.001
H -2.268 -2.292 3.013 0.05 -0.11 -0.01 0.001
H -4.003 -0.676 2.311 -0.10 -0.04 0.02 0.000
H -4.773 -1.919 1.327 -0.04 0.06 0.04 0.000
H -3.476 -0.572 -0.185 0.02 0.00 -0.02 -0.005
H -2.661 -2.111 -0.041 -0.07 -0.02 0.05 0.001
H -0.654 -0.978 2.205 0.34 -0.08 -0.35 -0.003
H -2.529 1.967 1.219 -0.01 0.02 0.00 0.000
H -0.882 2.128 1.781 -0.07 0.01 0.02 0.021
H -1.850 0.376 3.695 -0.06 -0.01 0.04 0.001
H -3.294 1.320 3.349 0.00 -0.06 0.06 0.000
H -0.565 2.456 4.101 0.00 -0.01 0.05 0.000
H -1.924 2.275 5.213 0.06 -0.02 0.01 0.000
H -1.948 4.040 2.706 -0.01 0.03 0.00 0.001
H -1.739 4.620 4.358 -0.06 0.04 -0.01 0.000
H -3.270 3.876 3.872 0.00 0.04 -0.02 0.000
```
Positions in Å, forces in eV/Å.

As for the largest force on an atom: 1.9 eV/Å. The calculation puts the energy above the lowest of the compared OMol25 structures with the same formula, charge and spin at 0.0 kJ/mol. As for the spin multiplicity: 2.